(1)
Computed, not measured: C27H25FN4O4 in the gas phase, with ωB97M-V with the def2-TZVPD basis set.

Computed properties:
F_max = 0.0125 hartree/bohr
E_HOMO = -8.06 eV
Gap between HOMO and LUMO = 8.120 eV
Energy relative to the best compared isomer or geometry (same formula, charge and spin) = 0.0 kJ/mol

Geometry (Å):
1 C 8.393 1.379 -2.488
2 O 8.113 0.211 -1.758
3 C 7.114 0.245 -0.832
4 C 6.888 -0.945 -0.137
5 C 5.903 -1.018 0.823
6 C 5.120 0.094 1.118
7 C 4.020 0.005 2.141
8 N 2.759 -0.391 1.507
9 C 2.516 -1.746 1.405
10 O 3.259 -2.591 1.849
11 N 1.348 -2.094 0.771
12 C 0.439 -1.204 0.254
13 C -0.732 -1.635 -0.364
14 C -1.627 -0.703 -0.864
15 C -2.886 -1.104 -1.564
16 O -3.138 -0.695 -2.682
17 N -3.715 -1.960 -0.908
18 C -3.705 -2.193 0.520
19 C -4.980 -1.548 1.123
20 N -5.466 -0.486 0.278
21 C -4.993 0.811 0.365
22 C -5.664 1.832 -0.326
23 C -5.260 3.149 -0.274
24 C -4.170 3.523 0.493
25 C -3.503 2.552 1.214
26 C -3.909 1.234 1.145
27 F -3.173 0.350 1.882
28 C -5.945 -0.998 -0.995
29 C -5.036 -2.156 -1.471
30 C -1.345 0.662 -0.778
31 C -0.196 1.089 -0.154
32 C 0.704 0.164 0.373
33 C 1.931 0.619 1.036
34 O 2.222 1.786 1.184
35 C 5.340 1.272 0.421
36 C 6.328 1.356 -0.546
37 H 8.706 2.198 -1.832
38 H 9.214 1.120 -3.155
39 H 7.531 1.699 -3.083
40 H 7.503 -1.800 -0.372
41 H 5.728 -1.945 1.348
42 H 4.254 -0.748 2.895
43 H 3.847 0.976 2.607
44 H 1.174 -3.087 0.692
45 H -0.931 -2.693 -0.459
46 H -3.700 -3.272 0.710
47 H -2.812 -1.755 0.960
48 H -4.787 -1.180 2.129
49 H -5.781 -2.292 1.188
50 H -6.539 1.580 -0.904
51 H -5.810 3.892 -0.832
52 H -3.848 4.551 0.537
53 H -2.649 2.789 1.829
54 H -5.910 -0.203 -1.739
55 H -6.979 -1.347 -0.891
56 H -5.408 -3.127 -1.138
57 H -4.956 -2.151 -2.558
58 H -2.043 1.368 -1.200
59 H 0.039 2.138 -0.059
60 H 4.728 2.136 0.632
61 H 6.473 2.290 -1.065


(2)
Computed, not measured: a molecular structure, C27H25MnN5O2S2, with ωB97M-V with the def2-TZVPD basis set.

Computed properties:
F_max = 0.0099 hartree/bohr
E_HOMO (spin up / spin down) = -11.02 / -11.02 eV
Expectation value of S² = 6.1200
Spin multiplicity = 5
Net charge = +1
Gap between HOMO and LUMO (spin up / spin down) = 7.059 / 7.487 eV
Energy relative to the best compared isomer or geometry (same formula, charge and spin) = 0.0 kJ/mol

Geometry (Å):
1 Mn -0.228 1.442 -1.827
2 N 4.979 -1.480 2.121
3 C 4.210 -1.217 1.029
4 C 3.921 -2.230 0.100
5 C 3.113 -1.976 -0.983
6 C 2.579 -0.702 -1.170
7 C 2.868 0.317 -0.265
8 C 3.670 0.063 0.824
9 S 1.518 -0.449 -2.511
10 O 1.853 -1.284 -3.612
11 O 1.517 1.052 -2.772
12 N 0.038 -0.608 -1.903
13 C -1.059 -0.833 -2.742
14 N -1.333 -2.004 -3.277
15 C -2.455 -2.050 -3.993
16 C -3.298 -0.958 -4.158
17 C -2.914 0.231 -3.574
18 N -1.782 0.297 -2.869
19 H 5.504 -2.335 2.167
20 H 5.322 -0.720 2.681
21 H 4.338 -3.219 0.237
22 H 2.901 -2.764 -1.693
23 H 2.491 1.320 -0.424
24 H 3.899 0.861 1.520
25 H -2.696 -3.005 -4.444
26 H -4.211 -1.034 -4.730
27 H -3.491 1.142 -3.666
28 C -1.864 -3.284 2.016
29 C -0.725 -2.493 2.673
30 C -0.607 -2.913 4.140
31 C 0.597 -2.837 1.973
32 C -1.029 -1.002 2.527
33 C -1.577 -0.254 3.585
34 C -1.869 1.091 3.467
35 C -1.612 1.708 2.249
36 S -1.815 3.377 1.802
37 C -1.211 3.024 0.244
38 N -0.891 1.759 0.042
39 C -1.092 0.978 1.181
40 C -0.797 -0.372 1.314
41 C -0.990 3.977 -0.841
42 C -1.261 5.339 -0.762
43 C -0.972 6.140 -1.856
44 C -0.417 5.594 -3.006
45 C -0.144 4.230 -3.088
46 C -0.435 3.418 -2.006
47 H -1.669 -4.355 2.091
48 H -1.959 -3.031 0.958
49 H -2.819 -3.077 2.502
50 H -0.307 -3.960 4.192
51 H -1.554 -2.827 4.674
52 H 0.143 -2.323 4.670
53 H 0.849 -3.882 2.161
54 H 1.416 -2.217 2.345
55 H 0.541 -2.711 0.891
56 H -1.769 -0.733 4.533
57 H -2.278 1.644 4.301
58 H -0.382 -0.909 0.473
59 H -1.688 5.778 0.133
60 H -1.176 7.201 -1.808
61 H -0.191 6.238 -3.845
62 H 0.300 3.826 -3.990


(3)
Computed, not measured: a molecular structure, C27H25N2O6SSn, with ωB97M-V with the def2-TZVPD basis set.

Computed properties:
F_max = 0.0385 hartree/bohr
E_HOMO = -15.81 eV
Net charge = +3
Gap between HOMO and LUMO = 5.309 eV
Energy relative to the best compared isomer or geometry (same formula, charge and spin) = 9.8 kJ/mol

Geometry (Å):
1 Sn -0.119 -0.162 -0.975
2 O -4.684 -0.296 0.042
3 C -3.703 0.062 -0.739
4 O -2.603 -0.471 -0.708
5 C -4.112 1.183 -1.661
6 C -5.380 1.771 -1.531
7 C -5.755 2.764 -2.414
8 C -4.867 3.139 -3.404
9 C -3.623 2.497 -3.423
10 N -3.234 1.544 -2.573
11 C -2.756 2.949 -4.471
12 O -2.497 3.677 -5.278
13 O -0.739 -0.087 -3.939
14 H -4.453 -1.037 0.627
15 H -6.053 1.442 -0.750
16 H -6.725 3.237 -2.341
17 H -5.124 3.889 -4.142
18 O 2.343 0.289 -0.676
19 C 3.221 0.850 -1.641
20 C 2.475 0.873 -2.933
21 C 3.115 1.252 -4.104
22 C 2.442 1.107 -5.301
23 C 1.144 0.601 -5.295
24 C 0.585 0.323 -4.069
25 N 1.207 0.450 -2.907
26 H 2.846 0.050 0.117
27 H 4.103 0.219 -1.768
28 H 3.553 1.849 -1.351
29 H 4.127 1.635 -4.074
30 H 2.922 1.363 -6.237
31 H 0.610 0.440 -6.221
32 H -0.929 -0.771 -4.596
33 O -0.381 0.794 0.954
34 S -0.176 1.404 2.362
35 C -0.791 0.161 3.560
36 C -0.598 -1.292 3.244
37 C 0.160 -2.096 4.086
38 C 0.261 -3.459 3.851
39 C -0.392 -4.032 2.769
40 C -1.154 -3.236 1.923
41 C -1.260 -1.873 2.162
42 C 1.633 1.400 2.601
43 C 2.375 0.109 2.809
44 C 3.192 -0.017 3.928
45 C 3.984 -1.145 4.102
46 C 3.954 -2.169 3.169
47 C 3.120 -2.067 2.062
48 C 2.349 -0.932 1.880
49 H -1.852 0.401 3.641
50 H -0.304 0.441 4.498
51 H 0.652 -1.660 4.947
52 H 0.833 -4.079 4.529
53 H -0.329 -5.099 2.601
54 H -1.700 -3.689 1.104
55 H -1.896 -1.261 1.534
56 H 1.789 2.075 3.446
57 H 1.974 1.914 1.699
58 H 3.226 0.779 4.663
59 H 4.632 -1.216 4.966
60 H 4.582 -3.041 3.297
61 H 3.075 -2.872 1.339
62 H 1.704 -0.874 1.014


(4)
Computed, not measured: a molecular structure, C27H25N6O3RuS2, with ωB97M-V with the def2-TZVPD basis set.

Computed properties:
F_max = 0.0380 hartree/bohr
E_HOMO (spin up / spin down) = -7.64 / -7.62 eV
Expectation value of S² = 0.7548
Spin multiplicity = 2
Gap between HOMO and LUMO (spin up / spin down) = 7.242 / 7.112 eV
Energy relative to the best compared isomer or geometry (same formula, charge and spin) = 179.4 kJ/mol

Geometry (Å):
1 Ru -0.333 0.054 -0.053
2 C -3.646 4.772 -5.122
3 C -3.229 3.485 -4.464
4 C -2.088 3.419 -3.674
5 C -1.701 2.232 -3.067
6 C -2.467 1.093 -3.260
7 C -3.617 1.136 -4.043
8 C -3.990 2.329 -4.635
9 S -2.085 -0.431 -2.463
10 O -2.690 -0.393 -1.151
11 O -2.493 -1.486 -3.347
12 N -0.541 -0.372 -2.075
13 C 0.487 -0.937 -2.834
14 C 0.416 -1.384 -4.127
15 C 1.561 -1.940 -4.745
16 C 2.746 -2.062 -4.083
17 C 2.833 -1.623 -2.739
18 C 3.996 -1.744 -1.950
19 C 3.982 -1.309 -0.660
20 C 2.805 -0.736 -0.140
21 N 1.706 -0.597 -0.841
22 C 1.705 -1.051 -2.132
23 H -2.905 5.555 -4.963
24 H -4.599 5.122 -4.721
25 H -3.774 4.637 -6.197
26 H -1.491 4.311 -3.522
27 H -0.818 2.202 -2.443
28 H -4.205 0.239 -4.181
29 H -4.889 2.367 -5.239
30 H -0.518 -1.332 -4.665
31 H 1.480 -2.280 -5.769
32 H 3.616 -2.496 -4.559
33 H 4.886 -2.187 -2.381
34 H 4.852 -1.395 -0.025
35 H 2.772 -0.384 0.879
36 C 1.303 1.223 5.328
37 N 1.203 1.222 3.887
38 C 1.511 2.348 3.029
39 C 1.310 1.732 1.658
40 O 1.501 2.293 0.607
41 N 0.865 0.418 1.805
42 C 0.821 0.183 3.128
43 N 0.492 -0.994 3.644
44 H 2.007 1.995 5.631
45 H 1.687 0.267 5.686
46 H 0.342 1.425 5.807
47 H 2.526 2.720 3.171
48 H 0.800 3.169 3.152
49 H 0.040 -1.668 3.013
50 H 0.321 -1.071 4.631
51 N -0.702 -2.507 1.605
52 C -0.711 -1.593 0.891
53 S -1.541 1.798 0.819
54 C -3.297 1.641 1.082
55 C -4.223 1.659 0.042
56 C -5.581 1.645 0.316
57 C -6.036 1.625 1.628
58 C -5.120 1.612 2.670
59 C -3.759 1.620 2.396
60 H -3.874 1.682 -0.978
61 H -6.290 1.654 -0.503
62 H -7.098 1.624 1.838
63 H -5.463 1.594 3.697
64 H -3.039 1.612 3.204